Formula: C31H28AsN4O2SSn
Source: the OMol25 dataset
Level of theory: ωB97M-V/def2-TZVPD

Calculated values
Net charge   +1
LUMO level   -3.366 eV
ΔE to the lowest compared entry with this formula, charge and spin   93.20 kJ/mol
Highest occupied orbital energy   -10.72 eV
HOMO-LUMO gap   7.35 eV

Last column: Mulliken charge in e.
Cartesian coordinates (Å):
Sn -0.5530 -2.0440 -0.3727  0.656
C -3.2924 1.0353 -2.4991  -1.023
C -3.9227 1.7543 -1.4953  -0.512
C -3.6129 1.4888 -0.1723  -0.938
C -2.6771 0.5046 0.1218  0.656
N -2.1111 -0.2110 -0.8557  0.478
C -2.3977 0.0501 -2.1287  -0.174
C -2.1969 0.2202 1.4921  0.295
C -2.7323 0.8323 2.6182  -0.686
C -2.1637 0.5840 3.8563  -0.694
C -1.0977 -0.2970 3.9469  -0.964
C -0.6514 -0.9034 2.7868  -0.255
N -1.1773 -0.6419 1.5921  0.718
H -3.4888 1.2315 -3.5430  0.448
H -4.6395 2.5251 -1.7432  0.460
H -4.0885 2.0636 0.6072  0.386
H -1.8807 -0.5550 -2.8655  0.552
H -3.5806 1.4950 2.5412  0.439
H -2.5534 1.0696 4.7408  0.446
H -0.6281 -0.5240 4.8929  0.489
H 0.1510 -1.6317 2.8089  0.449
S -1.5533 -3.9496 1.3076  -0.401
C 0.0884 -4.1846 1.2761  0.549
N 1.2435 -4.1847 1.1353  -0.516
N -3.0647 -6.5461 -2.2250  -0.635
C -2.2381 -5.5958 -2.9671  -0.322
C -2.3099 -4.2434 -2.2703  0.550
O -3.3221 -4.1005 -1.4542  -0.348
O -1.4976 -3.3498 -2.4571  -0.673
H -3.4143 -7.2949 -2.8066  0.225
H -3.7698 -4.9816 -1.4134  0.429
H -2.5338 -6.9697 -1.4720  0.208
H -2.6421 -5.4555 -3.9710  0.335
H -1.1890 -5.8777 -3.0650  0.335
C 5.2268 2.6078 -2.2501  -0.431
C 4.7786 2.9705 -0.9858  -0.730
C 3.5987 2.4411 -0.4914  -0.334
C 2.8640 1.5413 -1.2572  0.338
C 3.3150 1.1806 -2.5201  -0.260
C 4.4969 1.7143 -3.0171  -0.621
As 1.2508 0.7204 -0.5072  0.274
C 0.3117 2.3843 -0.1061  0.843
C -0.1340 2.8332 1.1304  0.482
C -0.8838 3.9981 1.2351  -0.805
C -1.2016 4.7275 0.1015  -0.579
C -0.7656 4.2887 -1.1433  -0.784
C -0.0255 3.1239 -1.2426  -0.899
C 2.1799 0.0494 1.0718  0.674
C 2.2966 0.6491 2.3208  0.117
C 3.0521 0.0493 3.3181  -0.766
C 3.7219 -1.1395 3.0694  -0.551
C 3.6347 -1.7327 1.8184  -0.779
C 2.8536 -1.1487 0.8350  -0.617
H 6.1479 3.0234 -2.6366  0.388
H 5.3535 3.6632 -0.3853  0.410
H 3.2492 2.7199 0.4963  0.273
H 2.7408 0.4740 -3.1088  0.367
H 4.8474 1.4283 -4.0000  0.406
H 0.0944 2.2750 2.0284  -0.171
H -1.2179 4.3358 2.2086  0.467
H -1.7875 5.6338 0.1831  0.416
H -1.0050 4.8590 -2.0316  0.449
H 0.3095 2.7767 -2.2157  0.436
H 1.8140 1.5952 2.5259  0.272
H 3.1210 0.5168 4.2924  0.462
H 4.3140 -1.6023 3.8476  0.411
H 4.1645 -2.6519 1.6118  0.433
H 2.7810 -1.6180 -0.1423  0.445